1.
{
  "formula": "C6H34N2O9",
  "method": "wB97M-V/def2-TZVPD",
  "species": ["C", "C", "N", "C", "C", "N", "C", "C", "H", "H", "H", "H", "H", "H", "H", "H", "H", "H", "H", "H", "H", "H", "H", "H", "O", "H", "H", "O", "H", "H", "O", "H", "H", "O", "H", "H", "O", "H", "H", "O", "H", "H", "O", "H", "H", "O", "H", "H", "O", "H", "H"],
  "coordinates": [[-2.663618, 0.959022, -0.851291], [-2.549015, 2.401697, -0.374907], [-1.227424, 2.982337, -0.220929], [-0.353144, 2.888486, -1.443290], [1.069862, 2.703596, -0.958290], [1.681991, 1.336755, -1.225740], [2.005593, 1.243143, -2.674872], [2.889550, 1.044768, -0.425534], [-2.421538, 0.731053, -1.900524], [-3.585166, 0.529375, -0.468036], [-1.851177, 0.390720, -0.415883], [-3.038373, 3.057047, -1.075232], [-3.064869, 2.552080, 0.601951], [-0.758832, 2.574999, 0.589039], [-0.507040, 3.771541, -2.068773], [-0.627023, 2.058329, -2.111398], [1.741348, 3.407404, -1.471497], [1.203234, 2.851664, 0.128502], [1.254094, 1.720585, -3.294404], [1.909415, 0.165804, -2.867958], [3.061441, 1.492021, -2.964210], [3.121299, 1.657663, 0.437582], [3.855109, 0.918964, -0.936563], [2.812589, 0.116916, 0.155551], [-1.692686, -1.684310, 0.787372], [-2.618912, -1.439209, 0.785928], [-1.336232, -1.940106, -0.072385], [-2.107813, -1.055003, -3.297832], [-2.084593, -2.018907, -3.111643], [-1.142214, -1.224993, -3.433886], [-2.613592, 0.706749, 2.869120], [-3.442440, 0.244948, 2.667123], [-1.843743, 0.100241, 2.733647], [2.041224, -2.917280, -0.381641], [1.780225, -3.840075, -0.495545], [1.289507, -2.576785, 0.115556], [0.706307, -0.528459, 0.761781], [1.637681, -0.435899, 1.000339], [0.514114, 0.416011, 0.409929], [2.297073, -1.168859, 2.979682], [1.649673, -1.574357, 2.361791], [3.109734, -1.514074, 2.580305], [0.816085, -3.185755, 2.098558], [0.733312, -3.181823, 3.056618], [0.092290, -2.600679, 1.806636], [-0.484194, -0.833917, 2.992124], [-0.213959, -0.169871, 2.295492], [-0.193224, -0.398495, 3.808777], [0.192706, -1.624336, -1.790053], [0.349916, -0.856189, -1.215394], [1.021645, -2.120766, -1.569390]],
  "forces_ev_per_angstrom": [[1.212, -0.137, 0.139], [-0.489, 0.635, 0.428], [0.789, -0.541, -0.736], [-0.806, -0.524, 1.286], [2.231, -0.403, -0.243], [0.226, 1.410, -0.271], [0.326, -1.922, 0.471], [0.414, -0.767, 0.808], [-1.029, 0.539, 0.107], [-0.217, -0.171, -0.506], [0.160, -0.192, 0.768], [-0.603, 0.271, -0.372], [0.310, -0.318, -0.656], [-0.106, 0.028, -0.372], [0.268, 0.210, 0.310], [0.013, -0.166, 0.351], [-0.133, 0.279, 0.292], [-0.419, 0.286, -0.451], [0.090, 0.317, 0.062], [0.135, 0.173, -0.477], [-0.936, 0.421, 0.418], [-0.394, 1.259, -0.194], [-0.519, 0.333, -0.498], [0.003, -0.359, -0.880], [0.542, -0.464, 0.665], [0.013, -0.204, -0.693], [-0.706, 0.289, -0.356], [1.844, -2.190, -0.346], [-1.869, 0.226, 0.383], [-0.040, 1.975, -0.071], [-0.180, 0.194, -0.288], [0.654, 0.056, 0.099], [-1.288, -0.080, 0.335], [-0.009, -0.309, -0.341], [0.343, -0.088, 0.076], [0.205, 0.099, 0.438], [-0.374, 2.588, -0.885], [-0.091, 0.004, 0.180], [0.356, -2.171, 0.220], [0.474, 0.048, -1.023], [0.143, -0.082, 1.081], [0.154, 0.109, 0.507], [-0.488, -0.127, -0.479], [-0.065, -0.027, 0.064], [-0.289, -0.261, 0.393], [0.349, 1.567, 0.246], [0.071, -1.553, 0.630], [-0.030, -0.318, 0.031], [0.729, -0.190, 0.236], [-0.333, 0.148, -0.318], [-0.642, 0.099, -0.565]],
  "lowdin_charge": [-0.095, -0.291, -0.074, -0.192, -0.183, -0.250, -0.086, -0.095, 0.050, 0.076, 0.035, 0.098, 0.113, 0.083, 0.114, 0.101, 0.115, 0.114, 0.079, 0.073, 0.096, 0.088, 0.093, 0.051, -0.053, 0.046, 0.031, -0.097, 0.045, 0.029, -0.089, 0.037, -0.029, -0.046, 0.076, -0.006, -0.132, 0.014, 0.103, -0.079, -0.026, 0.056, -0.065, 0.066, 0.013, -0.091, 0.053, 0.090, -0.091, 0.008, 0.023],
  "smiles": "CCNCCN(C)C.O.O.O.O.O.O.O.O.O",
  "relative_energy_kj_mol": 466.7,
  "gap_ev": 9.081,
  "homo_ev": -8.776
}

***

2.
{
  "formula": "C6H34N2O9",
  "method": "wB97M-V/def2-TZVPD",
  "species": ["C", "C", "C", "C", "C", "N", "C", "N", "H", "H", "H", "H", "H", "H", "H", "H", "H", "H", "H", "H", "H", "H", "H", "H", "H", "H", "O", "H", "H", "O", "H", "H", "O", "H", "H", "O", "H", "H", "O", "H", "H", "O", "H", "H", "O", "H", "H", "O", "H", "H", "O"],
  "coordinates": [[-3.113334, 1.946285, 0.062406], [-1.959875, 0.870831, -0.120162], [-1.068089, 1.378883, -1.252032], [-1.715540, 1.289161, -2.635060], [-1.852390, -0.142154, -3.124230], [-1.194064, 0.603469, 1.139890], [-1.759619, -0.507302, 1.966948], [-0.944853, -0.530921, 3.186384], [-2.773371, 2.999860, -0.027151], [-3.927176, 1.720579, -0.637794], [-3.508105, 1.814659, 1.071559], [-2.561795, -0.040865, -0.364335], [-0.669575, 2.359821, -1.032993], [-0.119550, 0.779281, -1.430447], [-1.133536, 1.945497, -3.370748], [-2.726641, 1.748966, -2.649430], [-2.597482, -0.316186, -3.898471], [-0.871237, -0.448844, -3.496369], [-1.978356, -0.805324, -2.243488], [-1.316287, 1.440303, 1.749209], [-1.884994, -1.395952, 1.367618], [-2.807204, -0.328731, 2.263011], [-0.594123, 0.372566, 3.516758], [-1.441018, -0.949475, 3.965112], [2.102253, -2.070065, -1.508523], [3.030368, -2.654807, -2.569630], [2.169816, -2.827082, -2.143871], [-2.148734, -3.173126, -0.304540], [-2.858865, -3.813145, -1.642356], [-2.817134, -3.747482, -0.695913], [2.505022, 1.781975, 3.901402], [1.622790, 0.544258, 3.599747], [1.596413, 1.474114, 3.887858], [3.182415, -2.216704, 2.454260], [2.380993, -1.598193, 3.631721], [3.129736, -1.461907, 3.043612], [2.031629, 2.937870, 0.451206], [2.767509, 1.711380, 0.439501], [2.069775, 2.151803, -0.106850], [1.690274, 0.145978, 0.717517], [0.480597, -0.376561, 0.199304], [1.335339, -0.719606, 0.462286], [1.819049, 1.387692, -2.007250], [3.135771, 0.964304, -2.564991], [2.183526, 0.796053, -2.675291], [-0.009971, -2.512592, 0.338463], [-0.203831, -2.640424, -1.267828], [-0.593953, -2.435877, -0.415806], [4.341054, 0.238391, 0.676330], [5.125949, 1.148816, -0.295938], [4.450434, 1.160534, 0.389399]],
  "forces_ev_per_angstrom": [[0.806, -0.026, 1.061], [-0.898, 0.124, -0.745], [1.818, -1.415, -1.275], [-0.967, 1.717, -1.058], [1.255, -0.557, 0.694], [-4.925, 0.042, 0.990], [2.581, 1.958, 0.472], [-0.730, -0.761, -0.220], [-0.114, -0.742, -0.143], [0.414, 0.111, 0.060], [-0.304, 0.115, 0.015], [1.248, 0.273, 0.012], [-0.305, 0.459, 0.201], [-1.028, 0.186, 0.817], [-0.565, -1.039, 1.031], [0.470, -0.050, 0.240], [-0.034, 0.089, 0.225], [-0.077, -0.093, -0.305], [-0.520, 0.134, -0.603], [1.332, -0.233, -0.601], [0.694, -0.749, -0.020], [-0.258, 0.920, -0.283], [-0.138, -0.137, -0.453], [0.067, -0.255, -0.062], [0.033, -0.753, -0.736], [-0.616, -0.248, 0.068], [0.440, 1.180, 0.792], [0.279, -0.203, -1.281], [0.567, 0.453, -0.370], [-1.440, -0.653, 1.385], [0.194, -0.091, 0.047], [0.455, 0.530, 0.112], [-0.644, -0.586, -0.358], [-0.209, -0.208, 0.044], [0.077, -0.403, -0.093], [0.109, 0.625, 0.064], [-0.574, 0.560, -0.438], [0.101, 0.047, -1.358], [0.176, -0.094, 1.629], [0.613, -0.296, 0.094], [-0.562, -0.520, -0.694], [0.104, 0.720, 0.491], [-0.018, 0.091, 0.108], [-0.461, -0.171, -0.271], [0.549, 0.067, 0.165], [0.853, -0.311, -0.473], [0.710, -0.307, 0.139], [-0.939, 0.922, 0.498], [0.351, 0.292, -0.081], [0.003, 0.038, 0.010], [0.031, -0.750, 0.455]],
  "lowdin_charge": [-0.006, -0.323, -0.190, -0.250, -0.087, 0.155, -0.173, 0.094, 0.106, 0.099, 0.072, 0.148, 0.113, 0.105, 0.144, 0.105, 0.084, 0.081, 0.058, 0.170, 0.119, 0.175, 0.081, 0.104, 0.016, 0.050, -0.078, -0.038, 0.026, -0.071, 0.048, 0.001, -0.059, 0.042, 0.032, -0.049, 0.066, 0.010, -0.079, 0.016, -0.016, -0.041, -0.019, 0.044, -0.063, 0.057, 0.068, -0.046, 0.064, 0.073, -0.035],
  "relative_energy_kj_mol": 65.2,
  "s_squared": 0.76,
  "charge": 1,
  "multiplicity": 2,
  "gap_ev": [10.361, 4.917],
  "homo_ev": [-13.189, -13.189]
}